1.
Entry from the Open Molecules 2025 dataset: a structure of composition C35H47CuN2O4S3Si2 (ωB97M-V/def2-TZVPD).

Computed properties:
ΔE to the lowest compared entry with this formula, charge and spin: 0.000 eV
LUMO energy (spin up / spin down): 2.504 / 2.360 eV
Spin multiplicity: 2
HOMO-LUMO gap (spin up / spin down): 0.262 / 0.265 Ha
Energy: -5186.539401 hartree
E_HOMO (spin up / spin down): -4.6196 / -4.8560 eV
Charge: -1

Element x y z (Å)
Cu -0.12 -0.06 -0.27
C -3.34 6.43 0.08
Si -2.41 4.91 -0.54
C -0.95 5.55 -1.53
C -3.58 3.93 -1.61
C -1.92 3.92 0.99
C -2.31 4.34 2.25
C -2.05 3.56 3.38
C -1.41 2.36 3.18
N -1.01 1.91 1.99
C -1.23 2.68 0.91
S -0.65 2.15 -0.65
H -3.66 7.03 -0.78
H -2.71 7.07 0.71
H -4.23 6.17 0.65
H -1.31 6.20 -2.33
H -0.39 4.72 -1.97
H -0.27 6.13 -0.90
H -3.92 4.54 -2.46
H -4.45 3.63 -1.04
H -3.10 3.04 -2.00
H -2.83 5.28 2.37
H -2.35 3.88 4.37
H -1.21 1.69 4.01
C 1.54 0.22 0.83
Si 1.62 -1.22 1.92
C -0.18 -1.62 2.30
N -0.96 -1.65 1.04
C -2.36 -1.25 1.26
C -3.11 -2.22 2.18
C -2.78 -3.68 1.84
C -2.18 -3.77 0.44
C -0.87 -2.98 0.37
C 2.48 -0.94 3.58
C 3.19 0.24 3.82
C 3.84 0.46 5.03
C 3.79 -0.50 6.03
C 3.08 -1.67 5.82
C 2.44 -1.89 4.61
C 2.48 -2.69 1.10
C 3.26 -2.51 -0.04
C 3.91 -3.57 -0.66
C 3.80 -4.85 -0.13
C 3.04 -5.06 1.01
C 2.39 -3.99 1.62
H 2.36 0.38 0.13
H 1.35 1.15 1.37
H -0.53 -0.75 2.88
H -0.37 -2.51 2.91
H -2.84 -1.20 0.28
H -2.35 -0.24 1.67
H -4.18 -2.02 2.07
H -2.86 -2.01 3.22
H -3.68 -4.30 1.91
H -2.07 -4.09 2.56
H -2.88 -3.39 -0.30
H -1.96 -4.81 0.18
H -0.56 -2.85 -0.66
H -0.09 -3.55 0.87
H 3.23 1.00 3.05
H 4.38 1.38 5.19
H 4.29 -0.33 6.97
H 3.03 -2.43 6.60
H 1.89 -2.81 4.47
H 3.34 -1.52 -0.47
H 4.48 -3.40 -1.56
H 4.29 -5.68 -0.62
H 2.94 -6.05 1.43
H 1.79 -4.18 2.50
C 3.61 0.04 -3.12
S 1.94 -0.60 -2.87
O 1.95 -1.95 -3.52
C 1.16 0.53 -4.02
C 0.96 1.85 -3.66
C 0.32 2.70 -4.54
C -0.12 2.22 -5.77
C 0.07 0.90 -6.11
C 0.71 0.04 -5.23
H 3.85 -0.02 -4.18
H 4.28 -0.59 -2.54
H 3.66 1.07 -2.76
H 1.27 2.21 -2.68
H 0.14 3.73 -4.26
H -0.64 2.89 -6.45
H -0.30 0.52 -7.06
H 0.86 -1.01 -5.46
C -1.50 -2.83 -3.51
S -1.95 -1.25 -2.82
O -3.07 -1.48 -1.92
O -2.21 -0.36 -3.93
O -0.72 -0.86 -2.07
H -2.03 -2.94 -4.46
H -1.80 -3.61 -2.82
H -0.43 -2.85 -3.67



2.
Entry from the Open Molecules 2025 dataset: a cluster of 4 separate species, C35H47F24NO7P in total (ωB97M-V/def2-TZVPD).

Computed properties:
ΔE to the lowest compared entry with this formula, charge and spin: 0.000 eV
LUMO energy: 1.685 eV
Spin multiplicity: 1
HOMO-LUMO gap: 0.193 Ha
Energy: -4681.381346 hartree
E_HOMO: -3.5689 eV
Charge: -1

Element x y z (Å)
C -0.29 0.48 5.80
C -1.33 0.85 4.78
O -2.47 0.48 4.86
O -0.88 1.67 3.80
C -0.92 1.10 2.46
C -2.23 1.35 1.74
C -2.11 0.84 0.27
C -3.41 0.20 -0.22
C -3.67 0.32 -1.73
P -2.42 -0.52 -2.98
C -3.04 -2.23 -2.25
N -2.78 -3.48 -3.04
C -1.73 1.19 -3.62
C -0.21 1.42 -3.55
C 0.36 1.54 -2.13
C 1.83 1.84 -2.13
O 2.63 1.28 -1.44
O 2.25 2.81 -3.01
C -1.32 -1.39 -4.36
C -0.02 -2.05 -3.99
C 0.28 -2.59 -2.74
C 1.50 -3.21 -2.48
C 2.50 -3.29 -3.44
C 3.82 -3.96 -3.16
C 2.23 -2.73 -4.69
C 1.00 -2.14 -4.95
H -0.69 -0.32 6.42
H 0.63 0.12 5.32
H -0.09 1.34 6.43
H -0.72 0.03 2.51
H -0.09 1.56 1.93
H -2.46 2.41 1.75
H -3.02 0.78 2.23
H -1.26 0.16 0.22
H -1.94 1.72 -0.35
H -3.49 -0.83 0.15
H -4.22 0.75 0.29
H -4.66 -0.11 -1.91
H -3.80 1.39 -1.93
H -3.49 -0.53 -3.94
H -1.33 -0.55 -2.00
H -4.11 -2.19 -2.03
H -2.55 -2.36 -1.27
H -3.65 -3.88 -3.35
H -2.35 -4.18 -2.46
H -2.07 1.32 -4.66
H -2.17 2.05 -3.09
H 0.36 0.72 -4.16
H -0.02 2.40 -4.01
H 0.24 0.64 -1.54
H -0.12 2.40 -1.65
H 3.00 2.45 -3.49
H -1.94 -2.05 -4.97
H -1.03 -0.60 -5.07
H -0.45 -2.53 -1.95
H 1.67 -3.63 -1.49
H 4.38 -3.40 -2.40
H 3.69 -4.97 -2.77
H 4.43 -3.98 -4.06
H 2.99 -2.76 -5.46
H 0.84 -1.72 -5.94
C 2.04 0.19 11.66
C 3.54 0.16 11.37
C 4.05 0.96 10.16
F 3.52 0.49 9.01
F 5.39 0.83 10.09
F 3.98 -1.11 11.29
F 4.15 0.74 12.45
O 1.27 -0.92 11.23
C 0.72 -0.97 9.98
C 1.27 -2.14 9.16
F 2.61 -2.04 9.03
F 0.72 -2.11 7.93
F 0.85 0.19 9.32
F -0.60 -1.20 10.13
H 1.98 0.14 12.75
H 1.59 1.14 11.37
H 3.80 2.02 10.26
H 1.03 -3.09 9.65
C 6.81 0.87 1.09
C 5.59 0.96 2.01
C 4.49 1.95 1.63
F 4.96 3.22 1.64
F 3.50 1.87 2.55
F 6.00 1.17 3.28
F 5.00 -0.27 1.97
O 7.99 1.57 1.48
C 8.20 2.88 1.15
C 8.31 3.76 2.40
F 7.18 3.70 3.13
F 8.50 5.05 2.02
F 7.29 3.35 0.29
F 9.41 2.94 0.54
H 7.11 -0.17 1.13
H 6.55 1.08 0.05
H 4.08 1.72 0.64
H 9.15 3.44 3.02
C -7.06 0.21 -6.22
C -5.55 0.03 -6.46
C -4.89 0.90 -7.52
F -5.42 0.67 -8.75
F -3.57 0.61 -7.58
F -5.29 -1.28 -6.70
F -4.95 0.36 -5.29
O -7.95 -0.71 -6.83
C -8.43 -0.53 -8.09
C -7.99 -1.65 -9.04
F -6.65 -1.72 -9.12
F -8.48 -1.40 -10.27
F -8.12 0.68 -8.60
F -9.78 -0.60 -8.02
H -7.18 0.03 -5.15
H -7.37 1.25 -6.39
H -5.00 1.96 -7.27
H -8.38 -2.61 -8.68